Entry 1:
A gas-phase ion, C6H8N (charge +1). Source: the OMol25 dataset; level of theory: ωB97M-V/def2-TZVPD.

Structure (XYZ):
```
15
Properties=species:S:1:pos:R:3:forces:R:3:nbo_charge:R:1
C 0.354 1.170 -0.473 -1.5 -0.3 -0.3 -0.160
C 1.640 0.567 -0.591 -0.5 -1.6 4.0 -0.373
C 2.253 -0.214 0.288 -0.1 -0.2 -0.6 0.188
C -0.801 0.831 0.042 0.9 0.2 1.0 0.033
C 3.004 -1.067 0.914 -2.7 -2.8 -3.0 -0.434
C -1.965 0.542 0.519 -0.1 -0.1 1.1 -0.172
N -2.678 -0.476 -0.272 0.4 -1.0 -2.9 -0.716
H 0.221 2.009 -1.098 0.0 1.1 -0.9 0.254
H 2.216 0.914 -1.329 2.1 1.3 -3.0 0.243
H 2.880 -2.193 0.583 0.4 2.3 0.8 0.255
H 3.651 -0.827 1.650 2.0 0.7 2.3 0.240
H -2.497 0.867 1.409 0.3 0.1 -0.1 0.254
H -3.299 -1.197 0.206 0.7 1.4 -0.7 0.467
H -1.861 -0.986 -0.757 -1.7 0.4 0.8 0.463
H -3.116 0.059 -1.092 -0.2 -1.4 1.5 0.459
```
Positions in Å, forces in eV/Å.

The total energy comes out at -7830.505 eV. As for the total charge: +1. As for the energy above the lowest of the compared OMol25 structures with the same formula, charge and spin: 5.183 eV.



Entry 2:
A gas-phase ion, C6H8N (charge +1). Source: the OMol25 dataset; level of theory: ωB97M-V/def2-TZVPD.

Structure (XYZ):
```
15
Properties=species:S:1:pos:R:3:forces:R:3:nbo_charge:R:1
C 3.225 -1.712 -0.068 -2.4 2.0 5.8 -0.489
C 2.329 -0.700 0.287 3.1 -2.0 -3.6 0.446
N 1.667 0.364 0.162 0.5 -2.3 1.7 -0.392
C 0.422 0.475 0.645 0.2 0.0 -2.2 0.302
C -0.758 0.208 0.033 -1.2 0.3 -2.8 -0.355
C -2.141 0.536 0.482 -2.5 -2.4 -2.1 -0.421
C -1.921 1.107 -0.856 0.0 2.4 -1.1 -0.176
H 3.625 -2.401 0.781 -0.4 1.9 -1.3 0.275
H 3.353 -2.169 -0.985 -0.5 -0.3 -2.2 0.263
H 0.262 0.707 1.614 0.5 1.4 3.4 0.213
H -0.789 -0.435 -0.872 0.9 -0.3 1.0 0.298
H -2.814 -0.339 0.487 0.5 0.2 0.3 0.255
H -2.510 1.301 1.123 0.8 0.4 1.0 0.271
H -2.051 2.206 -0.883 1.2 -0.4 0.5 0.245
H -1.900 0.852 -1.950 -0.6 -1.0 1.5 0.266
```
Positions in Å, forces in eV/Å.

The total energy comes out at -7828.714 eV. Its SMILES is C=C=[N+]=CC1CC1. As for the total charge: +1. As for the energy above the lowest of the compared OMol25 structures with the same formula, charge and spin: 6.974 eV.



Entry 3:
A molecular structure, C6H8N. Source: the OMol25 dataset; level of theory: ωB97M-V/def2-TZVPD.

Structure (XYZ):
```
15
Properties=species:S:1:pos:R:3:forces:R:3:nbo_charge:R:1
C -1.438 -0.944 0.686 -1.0 0.1 0.0 -0.365
C 1.273 -0.097 0.315 3.5 -0.7 -1.6 0.364
C -2.269 -0.163 0.276 1.5 -1.2 -0.1 0.083
C 2.625 0.375 -0.314 -2.4 -2.0 -2.4 -0.506
C 2.747 -1.192 -0.201 -2.1 5.1 1.6 0.353
C -3.122 0.896 -0.150 1.1 2.6 -0.4 -0.718
N 1.724 -1.314 0.699 0.0 -1.0 -0.7 -0.346
H -0.848 -1.733 1.109 -0.2 0.2 -0.1 0.257
H 0.281 0.323 0.186 -0.5 -0.5 0.4 0.298
H 2.559 0.756 -1.385 0.4 0.0 1.6 0.263
H 3.089 0.956 0.407 1.5 1.0 1.0 0.277
H 3.365 -1.689 -0.912 0.0 -1.8 0.0 0.273
H -4.115 0.779 0.153 -1.5 -0.2 0.8 0.262
H -3.180 1.235 -1.194 0.4 -1.0 -0.1 0.259
H -2.689 1.811 0.324 -0.7 -0.5 0.0 0.247
```
Positions in Å, forces in eV/Å.

The total energy comes out at -7828.102 eV. As for the total charge: +1. As for the energy above the lowest of the compared OMol25 structures with the same formula, charge and spin: 7.587 eV.



Entry 4:
A gas-phase ion, C6H8N (charge +1). Source: the OMol25 dataset; level of theory: ωB97M-V/def2-TZVPD.

Structure (XYZ):
```
15
Properties=species:S:1:pos:R:3:forces:R:3:nbo_charge:R:1
C 0.384 -1.373 -1.923 -0.1 0.0 0.1 -0.589
C -0.595 -1.208 -0.758 0.0 -1.0 -0.2 -0.481
C -0.414 0.054 -0.085 -0.1 0.7 -0.4 0.041
C 0.045 1.262 -0.137 -0.1 -0.7 0.7 0.135
C -0.145 1.982 1.111 -0.2 0.0 0.3 -0.103
N 0.483 1.101 2.099 0.3 -0.3 0.3 -0.597
C -0.896 0.720 1.258 0.4 0.7 -0.5 0.194
H 0.119 -2.255 -2.496 0.0 -0.1 0.0 0.244
H 1.403 -1.488 -1.567 0.1 0.0 0.0 0.220
H 0.339 -0.508 -2.580 0.0 0.0 -0.1 0.222
H -0.475 -2.019 -0.032 -0.1 0.1 0.0 0.262
H -1.627 -1.267 -1.118 0.0 0.1 0.1 0.271
H -0.346 3.025 1.269 -0.2 0.1 0.0 0.294
H 1.366 0.647 1.869 0.0 0.2 -0.1 0.438
H 0.361 1.327 3.087 -0.1 0.0 -0.2 0.448
```
Positions in Å, forces in eV/Å.

The total energy comes out at -7828.819 eV. Its SMILES is CCC1=C2[C@@H]3[NH2+][C@]123. As for the total charge: +1. As for the energy above the lowest of the compared OMol25 structures with the same formula, charge and spin: 6.870 eV.



Entry 5:
C6H8N2 in the gas phase. Source: the OMol25 dataset; level of theory: ωB97M-V/def2-TZVPD.

Structure (XYZ):
```
16
Properties=species:S:1:pos:R:3:forces:R:3:nbo_charge:R:1
C 0.464 0.930 -0.465 0.6 1.3 0.2 -0.270
C 0.827 -0.252 -0.078 -3.0 -1.9 0.9 0.014
C -1.109 -1.082 0.072 4.3 0.9 0.7 0.352
C -1.817 0.188 0.106 -0.3 0.1 -1.3 0.194
C -0.986 1.178 -0.629 -0.6 2.4 -1.4 -0.486
C 2.023 -1.042 0.253 0.2 -0.2 1.1 -0.692
N -1.128 -2.292 0.075 -0.1 -2.1 -0.7 -0.627
N -2.936 0.329 0.657 0.3 -2.9 0.6 -0.565
H 1.075 1.807 -0.709 0.3 -0.4 0.0 0.198
H -1.255 2.214 -0.218 0.2 -1.2 -1.1 0.220
H -1.061 1.088 -1.796 -0.9 0.5 2.0 0.239
H 2.712 -0.535 0.990 -0.8 -0.4 -0.7 0.227
H 2.622 -1.329 -0.607 0.0 0.0 -0.2 0.227
H 1.638 -1.968 0.725 0.4 0.2 -0.2 0.238
H -1.860 -2.993 -0.114 -0.2 1.2 0.5 0.388
H -3.378 1.190 0.614 -0.5 2.4 -0.2 0.344
```
Positions in Å, forces in eV/Å.

The total energy comes out at -9327.682 eV. As for the total charge: 0. As for the energy above the lowest of the compared OMol25 structures with the same formula, charge and spin: 4.025 eV.



Entry 6:
C6H8N2 in the gas phase. Source: the OMol25 dataset; level of theory: ωB97M-V/def2-TZVPD.

Structure (XYZ):
```
16
Properties=species:S:1:pos:R:3:forces:R:3:nbo_charge:R:1
C -1.325 1.141 0.148 1.7 -3.8 -0.7 -0.178
C -0.400 0.964 -0.857 -2.0 2.0 1.7 -0.201
C 1.013 0.512 -0.780 -1.2 1.7 0.0 -0.150
C 1.330 -0.813 -1.356 -2.2 -1.2 -1.1 -0.206
N 1.481 -0.555 0.032 3.3 1.0 -1.2 -0.252
N 0.806 -1.403 0.726 -4.7 -1.1 2.6 -0.220
C -0.355 -1.091 1.258 1.9 0.0 0.0 0.010
C -1.034 0.320 1.510 3.4 1.6 -3.1 -0.509
H -2.347 1.363 -0.179 0.4 0.4 0.6 0.212
H -0.740 1.452 -1.765 0.5 -0.2 -0.4 0.207
H 1.763 1.339 -0.765 -0.6 -0.7 -0.6 0.227
H 0.459 -1.548 -1.665 1.5 1.9 0.9 0.200
H 2.133 -0.949 -1.980 2.2 -0.2 -1.1 0.193
H -0.657 -2.068 1.606 -1.4 0.5 1.0 0.207
H -0.258 1.050 1.952 -1.0 -1.5 0.0 0.236
H -1.869 0.287 2.114 -1.6 -0.3 1.3 0.225
```
Positions in Å, forces in eV/Å.

The total energy comes out at -9326.937 eV. Its SMILES is C1=C[C@@H]2CN2N=CC1. As for the total charge: 0. As for the energy above the lowest of the compared OMol25 structures with the same formula, charge and spin: 4.770 eV.



| no. | maximum force (eV Å⁻¹) |
| --- | --- |
| 1 | 4.953 |
| 2 | 6.557 |
| 3 | 5.743 |
| 4 | 0.989 |
| 5 | 4.483 |
| 6 | 5.525 |